No. 1
C6H13N2O2 | wB97M-V/def2-TZVPD

Each line ends with the natural charge from an NBO analysis.
Geometry (Å):
O (-0.929, -0.578, -1.329)  -0.584
O (-1.823, -0.140, 0.733)  -0.546
C (-1.001, -1.402, -2.476)  -0.267
C (-2.248, 1.182, 0.437)  -0.272
C (-1.884, -0.974, -0.368)  0.228
H (-0.239, -1.047, -3.190)  0.207
H (-1.990, -1.344, -2.960)  0.192
H (-0.790, -2.457, -2.233)  0.182
H (-2.279, 1.741, 1.388)  0.202
H (-1.557, 1.696, -0.251)  0.179
H (-3.258, 1.189, -0.008)  0.193
H (-2.892, -0.968, -0.826)  0.153
H (-1.682, -2.003, -0.014)  0.167
C (3.391, 0.831, 1.192)  -0.053
C (2.729, 0.548, 0.027)  -0.048
C (1.295, 0.297, 1.709)  0.247
N (2.479, 0.666, 2.205)  -0.464
N (1.443, 0.224, 0.383)  -0.468
H (4.423, 1.131, 1.373)  0.265
H (3.069, 0.552, -1.008)  0.265
H (0.386, 0.095, 2.275)  0.272
H (2.668, 0.805, 3.214)  0.463
H (0.685, -0.042, -0.272)  0.486

Force components x, y, z for each atom (eV/Å):
0.261 0.100 0.348
0.359 0.019 -0.145
0.313 -0.257 -0.856
-0.207 0.827 0.162
-0.566 -0.696 0.247
-0.382 -0.150 0.338
0.278 0.057 0.224
-0.067 0.293 0.007
-0.009 -0.319 -0.406
-0.218 -0.236 0.189
0.304 -0.084 0.140
0.233 0.157 0.044
0.061 0.382 -0.109
0.251 0.016 -0.617
0.472 0.153 0.313
0.188 0.025 -0.353
-0.162 0.049 1.119
-0.648 -0.158 0.116
-0.524 -0.150 -0.084
-0.174 0.000 0.529
0.335 0.070 -0.347
-0.193 -0.151 -1.108
0.095 0.053 0.247

## Properties
- HOMO level: -13.7 eV
- Energy relative to the best compared isomer or geometry (same formula, charge and spin): 25.9 kcal per mole
- Multiplicity: 1
- Maximum force: 0.0221 hartree/bohr
- Net charge: +1

No. 2
C5H5Cl | wB97M-V/def2-TZVPD

Each line ends with the natural charge from an NBO analysis.
Geometry (Å):
C (1.490, -2.488, -0.767)  -0.233
C (0.846, -1.436, -0.747)  -0.055
C (0.096, -0.270, -0.555)  -0.137
C (-1.041, -0.143, -1.475)  -0.656
C (0.331, 0.265, 0.688)  -0.141
Cl (-0.558, 1.664, 1.299)  -0.015
H (2.103, -3.560, -0.635)  0.283
H (-1.733, 0.729, -1.276)  0.239
H (-1.647, -1.122, -1.671)  0.245
H (-0.810, 0.118, -2.562)  0.241
H (1.243, -0.027, 1.210)  0.231

Force components x, y, z for each atom (eV/Å):
0.545 -1.166 0.563
2.980 -3.971 -0.242
-0.448 0.100 2.385
-2.767 1.015 -2.801
-0.380 0.879 -2.060
0.520 -0.896 -0.239
-2.176 3.833 -0.653
0.567 -1.216 0.467
1.073 1.633 1.038
0.677 -0.406 1.332
-0.591 0.195 0.210

## Properties
- Structure (SMILES): C#C/C(C)=C/Cl
- HOMO level: -8.8 eV
- Energy relative to the best compared isomer or geometry (same formula, charge and spin): 59.6 kcal per mole
- Multiplicity: 1
- Maximum force: 0.0967 hartree/bohr
- Net charge: 0

No. 3
C6H17N2 | wB97M-V/def2-TZVPD

Each line ends with the natural charge from an NBO analysis.
Geometry (Å):
C (-0.908, -1.524, -1.374)  -0.627
C (0.360, -0.667, -1.234)  -0.235
N (0.250, 0.294, -0.085)  -0.484
C (0.366, 1.743, -0.488)  -0.196
C (-0.589, 2.148, -1.628)  -0.645
C (1.196, 0.001, 0.940)  -0.248
C (0.572, -0.986, 2.000)  -0.238
N (-0.914, -0.905, 1.832)  -0.717
H (-1.636, -1.018, -0.753)  0.185
H (-0.787, -2.502, -0.886)  0.201
H (-1.353, -1.781, -2.323)  0.253
H (0.370, 0.009, -2.084)  0.223
H (1.221, -1.307, -1.096)  0.209
H (0.297, 2.289, 0.441)  0.206
H (1.376, 1.813, -0.890)  0.187
H (0.035, 2.313, -2.490)  0.229
H (-1.324, 1.407, -1.890)  0.218
H (-1.148, 3.028, -1.350)  0.239
H (1.540, 0.853, 1.542)  0.225
H (2.172, -0.464, 0.748)  0.219
H (0.797, -0.704, 3.024)  0.233
H (0.906, -1.995, 1.776)  0.224
H (-1.377, -1.791, 1.654)  0.437
H (-1.335, -0.459, 2.645)  0.439
H (-1.030, -0.364, 0.939)  0.464

Force components x, y, z for each atom (eV/Å):
0.063 -0.725 1.713
-1.228 0.779 -0.342
0.252 -0.003 -0.391
0.184 -1.595 -0.722
0.401 0.043 0.932
0.827 -0.433 2.711
-0.155 0.063 -0.680
-0.133 -0.531 0.543
-0.745 0.115 -0.380
0.194 0.069 -0.033
0.303 0.524 -0.580
0.796 -0.536 -0.470
0.420 0.236 -0.417
-0.216 0.455 -0.037
0.240 0.532 0.235
-0.182 0.396 -0.488
-0.243 -0.513 0.085
0.020 0.418 -0.157
-0.649 0.411 -0.552
-0.238 -0.001 -1.097
0.227 -0.181 -0.087
-0.202 -0.126 0.272
0.066 -0.282 0.342
-0.259 0.044 -0.255
0.255 0.841 -0.146

## Properties
- Structure (SMILES): CCN(CC)CC[NH3+]
- HOMO level: -13.3 eV
- Energy relative to the best compared isomer or geometry (same formula, charge and spin): 32.8 kcal per mole
- Multiplicity: 1
- Maximum force: 0.0558 hartree/bohr
- Net charge: +1

No. 4
C21H29N3O3V | wB97M-V/def2-TZVPD

Each line ends with the natural charge from an NBO analysis.
Geometry (Å):
O (21.300, 12.322, -8.998)  -0.501
V (21.288, 12.107, -10.556)  1.472
C (24.338, 14.893, -12.004)  -0.622
C (24.438, 13.536, -11.318)  0.127
C (25.512, 13.500, -10.243)  -0.617
O (23.229, 13.095, -10.780)  -0.902
H (23.990, 15.708, -11.358)  0.194
H (23.614, 14.901, -12.822)  0.190
H (25.326, 15.223, -12.337)  0.202
H (24.725, 12.759, -12.049)  0.117
H (25.210, 14.027, -9.332)  0.207
H (26.405, 14.030, -10.594)  0.189
H (25.728, 12.478, -9.937)  0.205
C (17.004, 10.918, -10.529)  -0.629
C (18.341, 10.195, -10.659)  0.129
C (18.307, 9.453, -12.002)  -0.627
O (19.424, 11.041, -10.589)  -0.892
H (16.956, 11.681, -9.743)  0.209
H (16.188, 10.230, -10.298)  0.203
H (16.767, 11.507, -11.422)  0.186
H (18.373, 9.384, -9.912)  0.125
H (17.353, 8.930, -12.166)  0.198
H (19.004, 8.615, -12.116)  0.193
H (18.400, 10.154, -12.833)  0.194
N (20.206, 14.099, -10.718)  -0.447
C (20.815, 15.314, -10.645)  0.051
C (20.239, 16.496, -11.037)  -0.255
C (18.946, 16.478, -11.588)  -0.145
C (18.318, 15.257, -11.681)  -0.264
C (18.994, 14.112, -11.274)  0.064
H (21.858, 15.237, -10.356)  0.242
H (20.774, 17.420, -10.874)  0.227
H (18.446, 17.344, -12.000)  0.221
H (17.397, 15.169, -12.241)  0.225
H (18.453, 13.176, -11.145)  0.244
N (21.168, 11.973, -12.883)  -0.483
C (20.965, 10.874, -13.607)  0.064
C (20.942, 10.850, -15.004)  -0.250
C (21.288, 11.988, -15.707)  -0.171
C (21.592, 13.124, -14.961)  -0.204
C (21.484, 13.082, -13.586)  0.045
H (20.645, 10.021, -13.026)  0.227
H (20.734, 9.936, -15.541)  0.225
H (21.259, 11.962, -16.787)  0.223
H (21.839, 14.098, -15.360)  0.217
H (21.680, 14.003, -13.054)  0.215
N (22.373, 10.167, -10.458)  -0.456
C (21.972, 9.228, -9.563)  0.083
C (22.585, 8.009, -9.417)  -0.260
C (23.710, 7.793, -10.174)  -0.138
C (24.104, 8.627, -11.215)  -0.261
C (23.376, 9.825, -11.266)  0.078
H (21.064, 9.547, -9.066)  0.239
H (22.251, 7.196, -8.790)  0.233
H (24.223, 6.838, -10.081)  0.212
H (24.970, 8.473, -11.835)  0.232
H (23.793, 10.591, -11.913)  0.215

Force components x, y, z for each atom (eV/Å):
0.085 -0.389 -0.965
0.164 0.208 2.362
0.015 0.521 0.097
-1.059 -1.101 0.287
0.232 0.663 0.295
-1.924 -0.219 0.056
0.040 -0.355 0.442
0.305 -0.239 -0.207
-0.090 -0.108 -0.373
0.404 0.382 -0.517
-0.319 0.038 -0.147
0.207 -0.399 -0.002
0.150 -0.031 -0.163
-0.431 0.836 0.491
0.331 -0.306 -0.712
-0.781 -0.799 -0.482
1.453 1.061 -0.160
0.500 -0.294 0.257
-0.021 -0.095 -0.321
-0.004 -0.395 -0.266
0.082 0.221 0.400
-0.125 0.296 0.223
0.528 0.441 0.199
0.162 0.063 0.019
0.073 1.080 -1.383
0.697 -1.384 -0.050
-0.837 0.401 0.042
0.624 -0.295 0.087
0.420 -0.087 -0.840
-0.945 -0.591 1.551
-0.063 0.181 0.318
0.082 0.014 -0.193
0.194 0.242 0.234
-0.221 -0.106 0.395
0.253 -0.164 -0.701
0.653 0.748 -0.880
-0.908 -0.050 0.006
0.576 -0.131 0.326
-0.151 0.168 0.346
-0.331 0.153 0.018
0.118 -0.230 0.133
0.230 -0.228 -0.038
-0.143 -0.086 0.169
0.186 0.215 -0.032
0.055 -0.189 -0.440
-0.060 -0.224 0.387
0.157 -1.029 -0.139
-1.156 1.094 -0.532
0.213 0.282 -0.052
1.003 -1.547 -1.556
-1.339 0.957 1.700
1.501 0.494 -0.397
0.053 -0.286 0.365
-0.250 0.394 0.371
0.036 0.108 0.208
-0.012 -0.127 -0.094
-0.614 0.226 -0.141

## Properties
- HOMO level (spin up / spin down): -7.6 / -7.7 eV
- Energy relative to the best compared isomer or geometry (same formula, charge and spin): 37.8 kcal per mole
- Multiplicity: 2
- Maximum force: 0.0469 hartree/bohr
- Net charge: 0

No. 5
C2HF2P | wB97M-V/def2-TZVPD

Each line ends with the natural charge from an NBO analysis.
Geometry (Å):
C (-0.620, 0.998, -0.879)  0.422
C (-1.617, 0.393, -1.128)  -0.404
F (0.441, 1.660, -0.585)  -0.259
F (2.611, -1.768, 1.408)  -0.588
P (1.661, -1.133, 2.561)  0.590
H (-2.476, -0.150, -1.376)  0.240

Force components x, y, z for each atom (eV/Å):
0.060 0.080 0.103
0.772 0.433 0.144
-0.257 -0.177 -0.096
-0.471 0.315 0.571
0.463 -0.308 -0.583
-0.567 -0.342 -0.140

## Properties
- HOMO level (spin up / spin down): -8.6 / -8.6 eV
- Energy relative to the best compared isomer or geometry (same formula, charge and spin): 80.2 kcal per mole
- Multiplicity: 1
- Maximum force: 0.0174 hartree/bohr
- Net charge: 0

No. 6
CH4N2O | wB97M-V/def2-TZVPD

Each line ends with the natural charge from an NBO analysis.
Geometry (Å):
C (-0.050, -0.063, 0.297)  0.565
N (0.206, 1.280, 0.410)  -0.513
N (-0.338, 0.741, -0.859)  -0.512
O (-0.982, -0.787, 0.914)  -0.676
H (1.477, -1.187, 0.081)  -0.116
H (-0.230, 1.956, 0.984)  0.381
H (0.287, 0.935, -1.618)  0.371
H (-1.287, -1.415, 0.178)  0.500

Force components x, y, z for each atom (eV/Å):
3.576 -0.933 -1.626
2.187 -1.252 -0.416
-2.044 0.539 1.048
-0.822 -1.074 -1.635
-2.732 2.149 0.427
-1.560 0.255 0.317
1.026 -0.657 0.148
0.368 0.973 1.736

## Properties
- HOMO level: -9.0 eV
- Energy relative to the best compared isomer or geometry (same formula, charge and spin): 154.6 kcal per mole
- Multiplicity: 1
- Maximum force: 0.0785 hartree/bohr
- Net charge: 0

> Which value of net charge does entry 2 give?

0